Entry from the OMol25 dataset: a gas-phase ion, C9H16N3O (charge +1) at a distorted geometry (ωB97M-V/def2-TZVPD).

Properties
**HOMO**: -10.74 eV
**Energy relative to the best compared isomer or geometry (same formula, charge and spin)**: 10.836 eV
**HOMO-LUMO gap**: 7.83 eV
**E_tot**: -16094.376 eV

Geometry as ORCA input:
```
! wB97M-V def2-TZVPD RIJCOSX def2/J DEFGRID3
* xyz 1 1
C -1.974 2.104 0.452
C 0.079 0.564 -0.127
C -2.471 0.901 0.183
C -1.755 -2.467 -0.752
C -0.437 -2.013 -0.217
C -2.679 -1.604 0.067
C 2.419 -0.374 -0.058
C 1.673 1.486 1.410
C 1.966 1.729 -0.979
N -0.628 -0.471 -0.151
N -2.052 -0.303 -0.142
N 1.607 0.799 0.137
O -3.512 1.541 0.645
H -1.874 3.076 -0.017
H -1.801 -2.162 -1.841
H -1.776 -3.604 -0.654
H -0.263 -2.549 0.673
H 0.476 -2.060 -0.896
H -3.711 -1.494 -0.235
H -2.468 -1.955 1.119
H 2.771 -0.361 -1.167
H 3.303 -0.272 0.551
H 2.004 -1.256 0.255
H 0.772 2.187 1.543
H 1.418 0.657 2.160
H 2.705 1.924 1.657
H 1.668 2.816 -0.647
H 3.057 1.641 -1.031
H 1.483 1.519 -1.937
*
```

Quick look at the Löwdin charges, all values in e: number 1, C, carries 0.112; number 2, C, carries 0.027; number 3, C, carries -0.455; number 4, C, carries -0.162; number 5, C, carries -0.089; number 6, C, carries -0.084; number 7, C, carries -0.023; number 8, C, carries -0.030; number 9, C, carries -0.019; number 10, N, carries 0.008; number 11, N, carries 0.018; number 12, N, carries -0.385; number 13, O, carries 0.042; number 14, H, carries 0.082; number 15, H, carries 0.146; number 16, H, carries 0.158; number 17, H, carries 0.111; number 18, H, carries 0.142; number 19, H, carries 0.148; number 20, H, carries 0.154; number 21, H, carries 0.155; number 22, H, carries 0.112; number 23, H, carries 0.054; number 24, H, carries 0.125; number 25, H, carries 0.135; number 26, H, carries 0.147; number 27, H, carries 0.152; number 28, H, carries 0.105; number 29, H, carries 0.112